<A>
C5H8N2 | ωB97M-V/def2-TZVPD

```
15
Properties=species:S:1:pos:R:3
H 1.684 -1.922 -0.360
C 0.744 -1.460 -0.604
H 1.474 2.355 1.909
H -0.360 -1.026 -3.452
C -0.948 -0.731 -2.577
C -0.332 0.096 0.914
H -1.214 0.328 -2.668
H -1.878 -1.313 -2.560
H 1.307 1.194 3.225
H -1.280 0.573 1.204
H -0.150 1.966 2.541
N 0.801 0.459 1.345
C -0.193 -1.002 -1.340
C 0.841 1.549 2.297
N -0.497 -1.066 0.126
```

Total charge = 0
Structure (SMILES) = C/N=C/N1C=C1C
LUMO level = 0.0370 Ha

<B>
C5H8N2 | ωB97M-V/def2-TZVPD

```
15
Properties=species:S:1:pos:R:3
H 2.885 0.459 -1.223
H -2.786 1.120 -0.021
C 0.029 0.566 -0.575
C -0.497 -0.752 1.099
H -0.136 1.193 -1.444
C 2.610 0.137 -0.218
H -1.092 -1.337 1.786
H 2.881 -0.900 -0.071
C -2.428 0.108 -0.229
H -2.586 -0.127 -1.284
H 3.186 0.719 0.505
H -2.991 -0.603 0.379
C 1.151 0.125 0.076
N 0.803 -0.694 1.123
N -1.030 -0.014 0.096
```

Total charge = 0
Structure (SMILES) = Cc1cn(C)cn1
LUMO level = 0.0329 Ha

<C>
C5H8N2 | ωB97M-V/def2-TZVPD

```
15
Properties=species:S:1:pos:R:3
C -0.615 -0.261 -1.501
H -1.861 -1.985 -1.036
N 0.380 0.466 -0.761
H -0.737 2.296 -0.848
H 0.263 2.142 0.587
H -0.953 -0.050 0.855
N 1.734 -0.017 1.101
H 2.213 0.862 0.970
C -0.435 1.592 -0.060
C -0.401 -1.166 0.535
C 0.745 -0.352 0.259
C -1.068 -1.292 -0.790
H -0.924 0.130 -2.461
H 1.825 -0.479 1.990
H -0.426 -1.940 1.299
```

Total charge = 0
LUMO level = 0.0285 Ha

<D>
C5H8N2 | ωB97M-V/def2-TZVPD

```
15
Properties=species:S:1:pos:R:3
N -2.577 0.729 -0.129
C -1.015 -1.184 0.327
C -0.081 0.811 -0.131
H -1.746 -1.975 0.452
H -2.569 1.623 -0.600
H 2.525 1.055 0.850
C 2.255 0.380 0.030
C 0.356 -1.316 0.413
H 0.956 -2.197 0.611
C -1.294 0.174 -0.006
H -3.228 0.098 -0.577
N 0.904 -0.094 0.163
H 2.264 0.998 -0.889
H 2.952 -0.460 0.002
H 0.292 1.722 -0.591
```

Total charge = 0
Structure (SMILES) = Cn1ccc(N)c1
LUMO level = 0.0382 Ha

Which one is most stable, and which one is least stable? <B> is the most stable of them, while <C> is the least stable.

<A>
C5H8N2 | ωB97M-V/def2-TZVPD

```
15
Properties=species:S:1:pos:R:3
H -2.074 0.884 -1.912
H 1.554 1.128 -0.646
N 1.638 0.538 2.042
H 1.727 -1.371 0.906
H 2.896 0.185 -0.602
C 1.504 -0.312 0.781
H -2.922 -0.948 0.441
H -0.294 -1.536 -1.240
C 0.490 0.313 1.580
H -0.548 0.563 1.780
C -2.147 -0.622 -0.233
C -1.582 0.535 -1.002
N 1.886 0.180 -0.501
C -1.081 -0.873 -0.919
H -1.048 1.336 -0.476
```

Total charge = 0
Structure (SMILES) = N[C@@H]1C=N1.C1=CC1
LUMO level = 0.0422 Ha

<B>
C5H8N2 | ωB97M-V/def2-TZVPD

```
15
Properties=species:S:1:pos:R:3
H -0.128 1.455 1.370
C 0.985 1.869 -0.206
C -0.669 -0.187 0.053
H -1.347 0.573 -1.875
H -1.586 -1.161 -1.624
H 0.034 -0.538 -1.985
C 0.339 0.816 0.617
H 0.675 -1.956 0.039
H -0.254 -1.786 1.565
C 0.225 -1.250 0.742
H -1.627 -0.015 0.551
H 2.111 -0.278 0.914
N 0.984 3.001 0.044
N 1.154 -0.214 1.240
C -0.895 -0.329 -1.443
```

Total charge = 0
Structure (SMILES) = C[C@H]1CN[C@H]1C#N
LUMO level = 0.0126 Ha

<C>
C5H8N2 | ωB97M-V/def2-TZVPD

```
15
Properties=species:S:1:pos:R:3
H -2.449 -1.648 -0.900
H 2.658 1.750 0.674
H -0.721 -1.428 1.626
C 1.322 0.415 0.041
N -0.241 -0.843 0.967
H -2.837 -0.437 0.320
H 2.187 1.934 -0.875
N 2.441 1.245 -0.177
H 0.258 0.641 -1.879
C 1.034 -0.342 1.148
C -2.208 -0.638 -0.557
H -2.527 0.064 -1.331
H 1.622 -0.588 2.020
C -0.760 -0.433 -0.228
C 0.220 0.308 -0.849
```

Total charge = 0
Structure (SMILES) = Cc1cc(N)c[nH]1
LUMO level = 0.0390 Ha

Which one is most stable, and which one is least stable? <C> is the most stable of them, while <A> is the least stable.

<A>
C5H8N2 | ωB97M-V/def2-TZVPD

```
15
Properties=species:S:1:pos:R:3
N 0.414 0.513 0.094
H -0.502 2.125 -0.965
H -1.563 -1.556 -0.982
H 0.826 -0.438 1.945
H -0.473 -1.699 0.512
C 0.022 -0.179 -0.922
C 0.257 0.366 1.513
H 2.025 1.637 0.827
H -0.701 0.324 1.897
C -0.565 -1.513 -0.631
C 0.961 1.517 0.780
C -1.556 1.954 -1.170
H 0.383 -0.066 -1.985
N -2.550 1.597 -1.647
H 0.032 -2.286 -1.072
```

Total charge = 0
LUMO level = 0.0291 Ha

<B>
C5H8N2 | ωB97M-V/def2-TZVPD

```
15
Properties=species:S:1:pos:R:3
H -0.666 0.109 2.699
C 0.585 -1.777 -0.334
H -1.545 -1.779 -0.571
C 0.558 1.002 -1.183
H 0.636 0.930 -2.273
C -0.713 -1.118 -0.318
C -0.720 0.331 -0.731
H 0.558 2.060 -0.903
C -0.129 0.275 1.764
H -1.616 0.677 -1.254
N 1.647 -2.235 -0.347
H 0.147 1.326 1.764
N -0.991 -0.051 0.632
H 1.451 0.538 -0.757
H 0.799 -0.288 1.811
```

Total charge = 0
Structure (SMILES) = C[C@H]1[C@@H](C#N)N1C
LUMO level = 0.0348 Ha

<C>
C5H8N2 | ωB97M-V/def2-TZVPD

```
15
Properties=species:S:1:pos:R:3
H 2.584 -1.330 -0.678
H -2.943 -0.124 1.064
H -3.064 -0.382 -0.680
C 2.401 -0.601 0.117
C -2.448 -0.587 0.202
C 0.715 1.207 -0.335
C -0.659 1.250 -0.333
H -1.293 2.096 -0.560
N 1.068 -0.051 0.013
H 3.126 0.212 0.030
H -2.420 -1.668 0.364
N 0.002 -0.835 0.235
H 1.460 1.961 -0.553
H 2.525 -1.092 1.084
C -1.056 -0.057 0.031
```

Total charge = 0
Structure (SMILES) = Cc1ccn(C)n1
LUMO level = 0.0383 Ha

Which one is most stable, and which one is least stable? <C> is the most stable of them, while <A> is the least stable.

<A>
C5H8N2 | ωB97M-V/def2-TZVPD

```
15
Properties=species:S:1:pos:R:3
C -0.368 0.686 -0.987
H -2.071 0.164 1.178
C -0.245 -0.363 0.138
N 1.917 0.857 -2.261
C 1.828 -0.034 1.137
H -1.167 0.425 -1.688
H 2.497 0.466 1.839
H -2.281 -1.093 -0.068
H -0.608 1.655 -0.536
C -1.612 -0.715 0.714
H -1.513 -1.490 1.480
H 0.220 -1.269 -0.285
N 0.593 0.242 1.165
C 0.895 0.808 -1.722
H 2.280 -0.737 0.425
```

Total charge = 0
Structure (SMILES) = C=N[C@@H](C)CC#N
LUMO level = 0.0354 Ha

<B>
C5H8N2 | ωB97M-V/def2-TZVPD

```
15
Properties=species:S:1:pos:R:3
C -0.895 -0.393 1.097
H -0.991 -0.632 2.156
H -0.608 0.957 -1.328
H -2.300 0.974 0.365
H 1.245 0.552 1.130
H 2.109 -1.350 -0.290
H -0.092 2.313 -0.296
C -1.023 -1.497 0.253
N -0.933 -2.319 -0.571
H 0.970 -0.854 -1.640
H 2.041 0.403 -0.804
C 0.725 0.288 0.225
C 1.439 -0.593 -0.694
C -0.338 1.245 -0.299
N -1.348 0.906 0.696
```

Total charge = 0
LUMO level = 0.0354 Ha

<C>
C5H8N2 | ωB97M-V/def2-TZVPD

```
15
Properties=species:S:1:pos:R:3
H 2.433 1.523 -0.626
H -2.114 -1.903 -0.087
H -0.857 -2.367 1.322
C -1.471 -1.543 0.732
C 1.757 -0.334 -0.124
C -0.792 0.604 -0.018
N 0.754 -1.160 0.086
H 0.068 2.627 -0.474
N -0.438 -0.685 0.236
H -0.106 1.431 -1.801
C 0.157 1.455 -0.743
H -1.976 -0.903 1.381
C 1.570 0.991 -0.401
H 2.706 -0.744 0.165
H -1.690 1.007 0.352
```

Total charge = 0
LUMO level (spin up / spin down) = 0.0260 / 0.0260 Ha

Which one is most stable, and which one is least stable? <A> is the most stable of them, while <C> is the least stable.